# 1
# C3H8S2

One molecule with the formula C3H8S2 (wB97M-V/def2-TZVPD, the OMol25 dataset).

## Properties
- charge = 0
- relative energy (zero: lowest compared OMol25 entry of this formula, charge and spin) (eV) = 0.348
- SMILES string = CCSSC
- LUMO energy (eV) = 0.9
- HOMO energy (eV) = -8.163

Geometry as XYZ:
```
13
Properties=species:S:1:pos:R:3:forces:R:3
C 0.253 -2.267 -1.458 -0.10 -0.57 -0.64
C 0.216 -0.751 -1.389 0.22 0.04 -0.65
S 0.863 -0.294 0.241 -0.32 -0.40 0.21
S -0.046 1.435 0.820 0.01 0.75 -0.30
C -1.817 1.183 0.574 -0.14 -0.35 0.73
H -0.271 -2.795 -0.664 -0.11 0.29 0.16
H 1.278 -2.632 -1.465 0.12 0.06 0.15
H -0.175 -2.607 -2.407 -0.02 0.10 0.07
H 0.818 -0.372 -2.216 0.38 0.18 0.25
H -0.764 -0.342 -1.630 -0.24 -0.13 0.60
H -2.300 2.153 0.689 0.20 0.15 -0.41
H -1.984 0.745 -0.402 -0.26 0.18 -0.09
H -2.279 0.571 1.350 0.25 -0.31 -0.07
```
Positions in Å, forces in eV/Å.

=====

# 2
# C3H8S2

One molecule with the formula C3H8S2 in a non-equilibrium geometry (wB97M-V/def2-TZVPD, the OMol25 dataset).

## Properties
- charge = 0
- relative energy (zero: lowest compared OMol25 entry of this formula, charge and spin) (eV) = 1.271
- SMILES string = CCSSC
- LUMO energy (eV) = 0.3
- HOMO energy (eV) = -8.022

Geometry as XYZ:
```
13
Properties=species:S:1:pos:R:3:forces:R:3
C 0.750 0.753 2.469 3.52 -0.23 -2.17
C 0.844 0.627 0.887 -0.83 0.21 -0.03
S -0.536 -0.299 0.179 -0.46 0.12 -1.51
S 0.230 -0.404 -1.916 -2.05 -0.60 1.67
C -1.427 -1.092 -2.573 2.32 0.28 -0.10
H 1.178 1.731 2.716 0.20 -0.20 -0.01
H 1.505 -0.032 2.809 -1.67 0.91 0.35
H -0.215 0.810 2.884 -1.27 -0.81 0.39
H 0.987 1.562 0.326 -0.33 -0.03 0.51
H 1.560 -0.057 0.484 1.56 0.02 0.82
H -2.119 -0.255 -2.557 -0.36 -0.52 0.29
H -1.096 -1.273 -3.596 -0.44 -0.11 -0.20
H -1.660 -2.071 -2.112 -0.19 0.95 -0.01
```
Positions in Å, forces in eV/Å.

=====

# 3
# C3H8S3

A 2-piece molecular cluster, C3H8S3 overall in a non-equilibrium geometry (wB97M-V/def2-TZVPD, the OMol25 dataset).

## Properties
- expectation value of S² = 2.010
- charge = 0
- relative energy (zero: lowest compared OMol25 entry of this formula, charge and spin) (eV) = 0.739
- multiplicity = 3
- LUMO energy (spin up / spin down) (eV) = 0.5 / -2.5
- HOMO energy (spin up / spin down) (eV) = -7.146 / -9.006

Geometry as XYZ:
```
14
Properties=species:S:1:pos:R:3:forces:R:3
C 0.131 -0.141 -1.136 1.07 2.58 -1.06
C -0.025 -0.989 0.097 -0.47 -0.57 -0.32
C -0.465 2.217 0.756 1.44 1.48 1.33
S 1.577 -1.647 0.775 -0.58 0.13 -0.30
S -1.198 2.942 2.076 -2.46 0.63 1.45
S 1.171 2.553 0.493 1.69 -1.75 -2.42
H 0.437 -0.595 -2.058 0.22 -0.91 -0.31
H -0.778 0.460 -1.443 0.60 -0.78 0.80
H 0.950 0.664 -0.986 -1.25 -1.37 -0.10
H -0.455 -0.251 0.778 -0.13 -0.81 0.68
H -0.695 -1.871 -0.102 0.51 1.04 0.46
H 1.191 -2.927 0.957 -0.01 0.34 -0.08
H -0.264 3.597 2.863 0.08 -0.95 -0.95
H 1.583 3.494 1.308 -0.72 0.92 0.81
```
Positions in Å, forces in eV/Å.

=====

# 4
# C3H8SSi

C3H8SSi as an isolated structure in a non-equilibrium geometry (wB97M-V/def2-TZVPD, the OMol25 dataset).

## Properties
- charge = 0
- relative energy (zero: lowest compared OMol25 entry of this formula, charge and spin) (eV) = 0.939
- LUMO energy (eV) = -0.2
- HOMO energy (eV) = -8.912

Geometry as XYZ:
```
13
Properties=species:S:1:pos:R:3:forces:R:3
C -0.604 -0.187 1.554 -1.29 1.95 -3.48
C 0.255 1.490 -1.124 -1.69 -1.12 -0.57
C -0.125 -1.734 -1.225 0.59 1.86 1.61
Si -0.614 -0.071 -0.319 0.36 -0.60 0.44
S -2.622 0.205 0.360 2.43 -0.40 1.02
H -0.670 -1.056 2.095 -0.46 -2.02 1.08
H -0.415 0.693 2.114 -0.12 0.75 0.51
H 0.586 2.219 -0.417 0.19 0.33 0.73
H 1.088 1.256 -1.798 -0.32 -0.07 0.07
H -0.595 1.974 -1.684 0.94 -0.39 0.22
H 0.125 -1.258 -2.156 1.43 -0.38 -0.61
H 0.593 -2.368 -0.639 0.00 1.10 -0.95
H -0.860 -2.400 -1.527 -2.05 -1.02 -0.06
```
Positions in Å, forces in eV/Å.

=====

# 5
# C3H8Si

A 2-piece molecular cluster, C3H8Si overall in a non-equilibrium geometry (wB97M-V/def2-TZVPD, the OMol25 dataset).

## Properties
- charge = 0
- relative energy (zero: lowest compared OMol25 entry of this formula, charge and spin) (eV) = 4.096
- LUMO energy (spin up / spin down) (eV) = -0.1 / -0.6
- HOMO energy (spin up / spin down) (eV) = -8.199 / -7.016

Geometry as XYZ:
```
12
Properties=species:S:1:pos:R:3:forces:R:3
C 0.311 -0.564 -1.298 1.28 -3.36 -0.90
C 1.074 -0.005 -0.338 -0.60 3.14 0.23
C 1.288 1.313 0.065 1.44 -1.43 1.42
Si -1.944 -0.382 1.270 -2.19 0.14 -0.96
H 0.614 -1.645 -1.383 -1.01 0.77 0.14
H -0.113 -0.288 -2.216 -0.84 1.44 -0.69
H 1.478 -0.725 0.272 1.21 -1.45 1.59
H 0.999 2.171 -0.470 -0.50 0.85 -0.55
H 1.941 1.434 0.977 -0.88 0.14 -1.20
H -2.738 -1.066 0.129 0.51 0.95 0.70
H -1.901 1.143 1.341 0.43 -1.06 -0.24
H -1.008 -1.386 1.650 1.16 -0.11 0.45
```
Positions in Å, forces in eV/Å.

=====

# 6
# C3H9BN2O

A 2-piece molecular cluster, C3H9BN2O overall in a non-equilibrium geometry (wB97M-V/def2-TZVPD, the OMol25 dataset).

## Properties
- charge = 0
- relative energy (zero: lowest compared OMol25 entry of this formula, charge and spin) (eV) = 4.214
- LUMO energy (spin up / spin down) (eV) = 0.4 / 0.3
- HOMO energy (spin up / spin down) (eV) = -6.484 / -7.777

Geometry as XYZ:
```
16
Properties=species:S:1:pos:R:3:forces:R:3
B -1.626 -0.290 0.029 0.93 0.89 0.18
C 1.841 -0.605 0.126 -1.29 -3.54 1.91
C -2.078 1.137 0.521 -1.00 -1.63 -4.62
C -2.382 -1.550 -0.391 2.27 0.40 -2.01
N 3.670 0.916 -0.392 0.07 0.21 1.17
N 2.248 0.555 -0.185 3.95 1.65 -1.54
O 2.432 -1.622 0.456 -0.64 1.55 -0.98
H -2.444 1.858 -0.257 0.73 -0.57 0.42
H -1.425 1.516 1.159 2.99 2.16 2.48
H -2.930 0.924 1.036 -2.80 -0.58 1.82
H -1.926 -1.892 -1.377 0.03 -0.01 1.30
H -3.330 -1.272 -0.747 -2.10 -0.21 0.44
H -2.195 -2.295 0.372 -0.64 -0.44 -0.02
H 4.003 1.006 0.558 0.23 0.54 0.41
H 4.263 0.158 -0.673 -0.47 -1.00 -0.83
H 1.880 1.456 -0.236 -2.26 0.58 -0.14
```
Positions in Å, forces in eV/Å.

=====

# 7
# C3H9BNO2

A 3-piece molecular cluster, C3H9BNO2 overall in a non-equilibrium geometry (wB97M-V/def2-TZVPD, the OMol25 dataset).

## Properties
- charge = +1
- relative energy (zero: lowest compared OMol25 entry of this formula, charge and spin) (eV) = 3.485
- LUMO energy (spin up / spin down) (eV) = -4.6 / -4.6
- HOMO energy (spin up / spin down) (eV) = -12.280 / -12.280

Geometry as XYZ:
```
16
Properties=species:S:1:pos:R:3:forces:R:3
B -0.409 0.167 1.049 0.79 0.32 -1.66
C -0.595 0.783 -1.207 -0.02 0.69 -2.19
C -0.953 1.950 -0.358 2.89 -1.28 0.15
C -0.069 -0.274 -0.340 -1.31 -0.80 2.04
N 0.006 -1.756 -0.651 0.08 2.50 -3.91
O -0.711 1.600 0.828 -1.26 1.70 1.40
O -0.430 -0.306 2.288 -0.38 0.60 2.24
H -1.520 0.603 -1.763 -0.15 -0.46 -0.49
H 0.155 1.118 -1.954 -0.51 0.38 -0.02
H 3.412 -0.477 1.017 -3.50 0.10 -0.75
H -0.973 3.031 -0.602 -0.67 -0.80 0.06
H 2.531 -0.443 0.828 3.51 -0.10 0.74
H 0.896 -2.015 -1.049 0.75 0.06 -0.08
H -0.660 -2.161 -1.342 -0.12 0.41 0.98
H -0.035 -2.147 0.215 -0.53 -2.09 3.01
H -0.646 0.327 3.041 0.43 -1.23 -1.53
```
Positions in Å, forces in eV/Å.

=====

# 8
# C3H9BO2

One molecule with the formula C3H9BO2 in a non-equilibrium geometry (wB97M-V/def2-TZVPD, the OMol25 dataset).

## Properties
- charge = 0
- relative energy (zero: lowest compared OMol25 entry of this formula, charge and spin) (eV) = 2.438
- SMILES string = CCCOBO
- LUMO energy (eV) = 0.7
- HOMO energy (eV) = -10.189

Geometry as XYZ:
```
15
Properties=species:S:1:pos:R:3:forces:R:3
C 2.514 -0.065 0.055 -2.65 0.58 2.62
C 1.073 0.121 -0.491 0.12 0.41 -1.47
C -0.048 -0.111 0.549 -1.69 -1.54 -2.41
O -1.102 0.786 0.137 1.78 1.05 1.12
B -2.347 0.621 -0.069 -1.17 -6.91 -0.38
O -3.015 -1.075 -0.201 -0.86 5.12 0.61
H 3.284 -0.279 -0.579 1.46 -0.97 -2.43
H 2.917 0.860 0.531 -0.74 -0.77 0.47
H 2.357 -0.947 0.728 0.95 0.91 0.03
H 0.911 -0.650 -1.279 0.11 0.82 0.19
H 0.899 1.182 -0.944 0.32 -1.96 0.74
H -0.627 -1.116 0.561 1.80 1.14 -0.09
H 0.286 0.121 1.511 0.22 0.66 1.64
H -3.090 1.367 -0.310 -2.30 2.38 -0.60
H -4.014 -0.815 -0.200 2.67 -0.90 -0.07
```
Positions in Å, forces in eV/Å.